[1]
Entry from the Open Molecules 2025 dataset: a molecular structure, C30H52Cl5GeHfNO4Si3Te (the ωB97M-V functional and the def2-TZVPD basis).

The geometry in ORCA input format:
```
! RIJCOSX wB97M-V def2-TZVPD def2/J DEFGRID3
* xyz 3 2
Hf 0.0397 -0.6258 -1.0174
C 1.2439 2.6581 -1.0409
O 1.3904 1.3103 -0.5639
C 2.3095 1.2235 0.5471
C 2.5979 -0.2233 0.7603
O 1.3676 -0.9387 0.9606
C 1.1241 -1.4294 2.2915
C 1.0538 -0.3489 3.3422
O 0.2338 0.7157 2.8865
C 0.0572 1.6885 3.9087
H 2.2212 3.0576 -1.3069
H 0.6186 2.6350 -1.9284
H 0.7866 3.2778 -0.2683
H 3.2316 1.7581 0.3173
H 1.8365 1.6646 1.4249
H 3.0623 -0.6555 -0.1307
H 3.2718 -0.3568 1.6062
H 0.1753 -1.9562 2.2301
H 1.9087 -2.1456 2.5395
H 0.6301 -0.7988 4.2469
H 2.0511 0.0240 3.6032
H -0.4958 1.2768 4.7572
H 1.0173 2.0700 4.2660
H -0.5112 2.5144 3.4757
Cl -3.9347 3.5011 -5.5923
C -2.8679 2.4321 -4.8028
C -2.7522 2.4617 -3.4218
Cl -3.6547 3.5827 -2.4768
C -1.8837 1.5734 -2.8030
Cl -1.7864 1.5184 -1.0516
C -1.0659 0.6963 -3.5025
O -0.1921 -0.0946 -2.8496
C -1.2019 0.6656 -4.8894
Cl -0.2427 -0.4400 -5.7779
C -2.1016 1.5133 -5.5364
Cl -2.2724 1.4337 -7.2237
C 2.6729 0.1210 -3.6356
Si 2.9798 -1.7216 -3.3938
C 4.6300 -1.8187 -2.5306
C 2.8136 -2.7362 -4.9355
Ge 1.3156 -2.7146 -1.7792
Si 2.3920 -4.4541 -0.4036
C 3.9465 -3.8177 0.4137
C 2.7328 -5.7890 -1.6457
C 1.1063 -4.8391 0.9146
Si -0.7405 -3.8435 -2.5385
C -0.4199 -5.1316 -3.8329
C -1.6554 -4.5627 -1.0682
C -1.9495 -2.5187 -3.1468
H 3.6294 0.6285 -3.7905
H 2.1938 0.5723 -2.7662
H 2.0434 0.3222 -4.5043
H 5.4190 -2.0132 -3.2648
H 4.6834 -2.6047 -1.7857
H 4.8684 -0.8663 -2.0504
H 3.5413 -2.4071 -5.6857
H 1.8171 -2.6337 -5.3681
H 2.9986 -3.7927 -4.7318
H 4.7861 -3.7800 -0.2773
H 4.2391 -4.5037 1.2163
H 3.8160 -2.8259 0.8537
H 3.5054 -5.4585 -2.3450
H 1.8415 -6.0368 -2.2213
H 3.0909 -6.7060 -1.1677
H 0.3151 -4.0894 0.9353
H 1.5699 -4.8808 1.9055
H 0.6361 -5.8113 0.7447
H -0.0061 -6.0376 -3.3875
H 0.2713 -4.7847 -4.6024
H -1.3574 -5.4133 -4.3231
H -1.2048 -5.4816 -0.6895
H -2.6728 -4.8098 -1.3915
H -1.7279 -3.8580 -0.2399
H -1.5904 -2.0149 -4.0444
H -2.1631 -1.7556 -2.3788
H -2.9096 -2.9820 -3.3995
C -2.6212 5.2513 2.8405
Te -2.4056 3.8999 1.2341
C -3.8209 2.5241 1.9724
H -2.7128 4.6877 3.7680
H -3.5219 5.8451 2.6707
H -1.7500 5.9030 2.8650
H -4.7181 3.0836 2.2385
H -3.4008 2.0397 2.8547
H -4.0466 1.7955 1.1965
N -1.6359 -1.2090 0.4402
C -2.6248 -1.6358 0.8505
C -3.8326 -2.1947 1.3405
C -3.9110 -2.6093 2.6775
C -5.0787 -3.1888 3.1288
C -6.1566 -3.3470 2.2618
C -6.0738 -2.9346 0.9346
C -4.9131 -2.3569 0.4629
H -3.0626 -2.4772 3.3372
H -5.1538 -3.5240 4.1546
H -7.0712 -3.7984 2.6243
H -6.9170 -3.0717 0.2711
H -4.8284 -2.0358 -0.5681
*
```

Results
⟨S²⟩: 0.75
HOMO level (spin up / spin down), eV: -14.22 / -14.22
Orbital gap (spin up / spin down), eV: 6.08 / 2.91

---

[2]
Entry from the Open Molecules 2025 dataset: 9 unconnected molecules or ions with the total composition C30H52O22S2 (the ωB97M-V functional and the def2-TZVPD basis).

The geometry in ORCA input format:
```
! RIJCOSX wB97M-V def2-TZVPD def2/J DEFGRID3
* xyz -2 1
O -1.1687 0.5913 0.1324
C -0.5524 -0.6369 -0.1084
C 0.9002 -1.0244 0.2794
O 1.3527 -2.3229 0.4747
H -0.8101 -1.0184 -1.1175
H -1.1518 -1.3541 0.5058
H 1.2769 -0.2763 1.0123
H 1.4593 -0.5657 -0.5821
C -2.0288 -2.2878 -3.5220
C -0.9095 -3.1299 -2.9832
C -1.3093 -3.9831 -1.7606
O -1.0225 -5.3259 -2.1764
C -0.5189 -5.3378 -3.4500
O 0.0073 -6.2669 -3.9782
O -0.6945 -4.1451 -4.0008
H -1.7683 -1.8072 -4.4666
H -2.0862 -1.4131 -2.8599
H -2.9928 -2.7885 -3.4884
H 0.0391 -2.6015 -2.9049
H -2.3679 -3.8978 -1.5153
H -0.7071 -3.6536 -0.9108
C 4.0782 3.5193 -2.4946
C 2.8268 3.5416 -1.6320
C 2.6005 2.3517 -0.7157
O 2.7335 2.9446 0.5801
C 2.8978 4.2564 0.5210
O 2.9234 5.0225 1.4413
O 2.9078 4.6738 -0.7621
H 4.0917 2.7990 -3.3100
H 5.0365 3.3758 -1.9773
H 4.3097 4.5549 -2.7626
H 1.9070 3.7379 -2.1862
H 3.4398 1.6915 -0.9047
H 1.6018 1.9323 -0.8307
C -0.9440 -2.7254 4.2274
C -1.6662 -2.9045 2.9097
C -1.2454 -4.1590 2.0940
O -2.4957 -4.7440 1.7391
C -3.5063 -4.2240 2.4567
O -4.6476 -4.5895 2.4565
O -3.0306 -3.2611 3.2264
H -1.3375 -1.8451 4.7414
H 0.0980 -2.4870 4.0121
H -1.1103 -3.5740 4.8903
H -1.6922 -1.9361 2.4097
H -0.6087 -4.7632 2.7397
H -0.7761 -3.8692 1.1565
C -4.3765 0.3911 1.9747
C -4.4982 0.3516 0.4724
C -4.0349 -0.9952 -0.1380
O -5.2238 -1.3735 -0.8642
C -6.2336 -0.5565 -0.6133
O -7.3732 -0.7465 -0.9655
O -5.8351 0.5664 -0.0093
H -3.3296 0.4238 2.2794
H -4.7708 -0.4503 2.5589
H -4.9758 1.2160 2.3707
H -3.7701 1.0463 0.0501
H -3.7088 -1.6780 0.6398
H -3.3499 -0.6713 -0.9172
C 0.3294 2.8882 2.4243
C -0.4142 3.9895 1.6820
C -1.7848 3.5170 1.3117
O -2.5830 4.6862 1.5544
C -1.9233 5.5647 2.3018
O -2.2928 6.6321 2.6965
O -0.6427 5.1280 2.5282
H 0.6056 2.2020 1.6163
H -0.3135 2.3209 3.0936
H 1.2876 3.1408 2.8742
H 0.1332 4.3436 0.8058
H -2.1586 2.7102 1.9412
H -1.8074 3.1864 0.2753
C 0.5965 0.3926 -3.5538
C -0.1161 1.4699 -4.3305
C -1.4521 1.8914 -3.6652
O -1.3657 3.3599 -3.7883
C -0.0875 3.7113 -3.9724
O 0.3759 4.8011 -3.7605
O 0.6186 2.6746 -4.3504
H -0.0528 -0.4710 -3.4561
H 1.0394 0.7620 -2.6307
H 1.4687 0.0531 -4.1223
H -0.5155 1.2041 -5.3135
H -1.5117 1.6841 -2.5923
H -2.3684 1.6127 -4.1769
C 2.3738 -1.8269 3.6018
S 2.9707 -0.1830 4.1880
O 3.6796 -0.3408 5.5074
C 1.3011 0.5239 4.5270
H 2.1138 -1.7198 2.5445
H 1.4701 -2.1554 4.1183
H 3.0992 -2.6266 3.7343
H 0.9254 0.4047 3.5044
H 1.2645 1.6013 4.6762
H 0.7234 0.0582 5.3214
C 4.0247 -0.8268 -0.7237
S 5.4010 -0.2634 -1.7770
O 6.1973 0.8112 -1.0347
C 6.4462 -1.6941 -1.5072
H 4.1855 -0.6309 0.3386
H 3.9089 -1.9110 -0.7928
H 3.0515 -0.4044 -0.9676
H 6.0554 -2.6271 -1.9096
H 6.4166 -1.8102 -0.4205
H 7.4680 -1.4320 -1.7650
*
```

Results
HOMO level, eV: -2.10
Orbital gap, eV: 5.68

---

[3]
Entry from the Open Molecules 2025 dataset: a molecular structure, C30H53BrN4P2Pb (the ωB97M-V functional and the def2-TZVPD basis).

The geometry in ORCA input format:
```
! RIJCOSX wB97M-V def2-TZVPD def2/J DEFGRID3
* xyz 2 1
N 7.9083 -5.1055 3.0544
C 7.0813 -4.7564 4.0394
C 5.8467 -4.1394 3.8023
C 5.4360 -3.9097 2.4648
C 6.2878 -4.3741 1.4299
C 7.5382 -4.9190 1.7846
C 4.2181 -3.1736 2.1932
Pb -0.5705 -1.4624 1.7751
P -4.9576 -1.1762 -2.7647
C 3.6634 -3.1104 0.9558
C 2.7635 -2.0706 0.5293
C 1.9586 -2.2573 -0.6060
C 0.8812 -1.4114 -0.8150
C 0.9556 -0.0640 -0.3198
C 1.6160 0.0480 0.9398
C 2.5604 -0.9216 1.3181
Br -1.8211 0.0387 -0.2310
H 3.7212 -2.6920 3.0447
H 3.8654 -3.8609 0.1904
H 5.2393 -3.8632 4.6615
H 6.0082 -4.3013 0.3738
H 7.4456 -4.9410 5.0523
H 8.2660 -5.1710 1.0082
H 2.1735 -3.0896 -1.2783
H 3.1762 -0.7845 2.2148
H 0.0380 -1.8024 -1.4098
H 1.4440 0.8864 1.6161
P 0.8669 1.4748 -1.7728
C -4.5378 -2.0064 -1.1773
C -5.4534 -3.2281 -1.0048
H -4.6816 -1.2718 -0.3662
H -3.4766 -2.3063 -1.2060
H -5.3890 -3.6050 0.0215
H -6.4951 -2.9600 -1.2162
H -5.1764 -4.0465 -1.6822
C -3.5216 -1.6907 -3.7802
C -3.8914 -1.6812 -5.2541
H -3.2264 -2.6956 -3.4550
H -2.6997 -0.9993 -3.5706
H -3.1192 -2.1641 -5.8504
H -4.8275 -2.2106 -5.4339
H -4.0040 -0.6718 -5.6512
C -4.5609 0.5930 -2.4580
C -5.7650 1.4840 -2.1537
H -4.0432 0.9444 -3.3656
H -3.8537 0.6201 -1.6122
H -5.4051 2.4874 -1.8945
H -6.4284 1.5658 -3.0208
H -6.3619 1.1233 -1.3084
C 0.4019 3.1474 -2.5534
C 1.4289 4.2759 -2.5381
H -0.5318 3.4428 -2.0489
H 0.1089 2.9320 -3.5919
H 1.6364 4.5931 -1.5082
H 2.3760 3.9915 -3.0220
H 1.0221 5.1306 -3.0970
C 0.2887 0.4032 -3.1669
C 1.3128 -0.4059 -3.9645
H -0.2932 1.0424 -3.8548
H -0.4721 -0.2417 -2.6996
H 2.2835 0.0947 -4.0766
H 1.4552 -1.3989 -3.5065
H 0.9009 -0.5613 -4.9762
C 2.6816 1.5745 -1.9055
C 3.3201 2.3548 -0.7706
H 2.9269 2.0000 -2.8861
H 3.0193 0.5331 -1.9151
H 4.4141 2.3185 -0.8508
H 3.0595 3.4150 -0.7688
H 3.0371 1.9502 0.2021
C -2.2279 0.8639 5.3471
N -1.8202 2.0356 4.5732
C -1.8411 3.2837 5.3220
C -1.1805 1.8859 3.3599
N -0.5579 0.7153 3.0440
N -1.1994 2.8948 2.4536
C -2.0703 4.0506 2.5484
C -0.3406 2.8417 1.2765
H -2.9217 1.2125 6.1244
H -1.3576 0.3928 5.8322
H -2.7201 0.1437 4.6829
H -1.0185 3.9639 5.0723
H -2.7923 3.8190 5.2111
H -1.7500 3.0433 6.3844
H -0.0139 0.3899 3.8429
H -1.5185 4.9378 2.8857
H -2.4642 4.2796 1.5570
H -2.8996 3.8347 3.2171
H 0.6136 2.3988 1.5681
H -0.8053 2.1930 0.5047
H -0.1832 3.8564 0.8807
*
```

Results
HOMO level (spin up / spin down), eV: -11.76 / -11.76
Orbital gap (spin up / spin down), eV: 4.69 / 4.69

---

[4]
Entry from the Open Molecules 2025 dataset: a molecular structure, C30H54ClMnN7O2PSSe2 (the ωB97M-V functional and the def2-TZVPD basis).

The geometry in ORCA input format:
```
! RIJCOSX wB97M-V def2-TZVPD def2/J DEFGRID3
* xyz 0 5
Mn -0.8651 -0.0493 -0.0410
C 2.5563 0.2923 -3.9944
Se 1.7748 1.4193 -2.6229
C 0.2871 2.0176 -3.7241
C -0.6630 2.8943 -2.9310
Se -1.8325 1.9350 -1.6981
C -2.8750 1.0831 -3.0962
H 1.8072 -0.4230 -4.3310
H 3.3785 -0.2639 -3.5488
H 2.9242 0.8936 -4.8228
H -0.2211 1.1350 -4.1126
H 0.6931 2.5792 -4.5667
H -1.3408 3.4285 -3.5975
H -0.1295 3.6470 -2.3484
H -3.1928 1.8568 -3.7936
H -3.7372 0.6351 -2.6134
H -2.2921 0.3124 -3.5916
O -1.4700 0.9281 1.6796
N -2.6062 1.6110 1.7715
C -2.5938 2.7014 2.5679
C -3.7115 3.4609 2.7593
C -4.8872 3.0809 2.0994
C -4.8839 1.9701 1.3016
C -3.7244 1.1830 1.1178
S -3.6639 -0.2219 0.1644
H -1.6305 2.8880 3.0186
H -3.6646 4.3254 3.4056
H -5.7942 3.6586 2.2201
H -5.7734 1.6468 0.7803
C -0.8724 -4.1783 3.1985
C -2.0234 -3.2205 2.9146
C -2.1555 -2.1898 4.0433
C -3.3302 -3.9963 2.7860
N -1.8217 -2.5912 1.5989
N -0.6628 -1.7776 1.4801
H -1.0672 -4.7499 4.1086
H 0.0705 -3.6436 3.3439
H -0.7501 -4.8750 2.3672
H -2.3741 -2.6821 4.9940
H -2.9651 -1.4883 3.8258
H -1.2376 -1.6141 4.1911
H -3.5506 -4.5377 3.7085
H -3.2618 -4.7091 1.9629
H -4.1630 -3.3180 2.5803
H -2.6124 -1.9887 1.3932
H 0.1152 -2.3752 1.2325
H -0.4454 -1.2962 2.3489
Cl 2.6000 -3.0585 -3.2050
C 0.9475 -2.5283 -2.9360
C -0.0360 -2.8338 -3.8906
C -1.3571 -2.5005 -3.4943
C -1.5998 -1.8524 -2.3191
N -0.6043 -1.4596 -1.4438
C 0.6676 -1.8713 -1.7772
H 0.1954 -3.3634 -4.8010
H -2.2015 -2.7828 -4.1131
H -2.6127 -1.6323 -2.0129
H 1.4475 -1.6677 -1.0545
O 1.0913 0.3620 0.5714
P 2.1265 1.1424 1.3108
N 1.7420 2.7254 1.4551
C 0.9207 3.4140 0.4457
C 0.7210 4.8334 1.0152
C 1.2357 4.7657 2.4590
C 2.3097 3.6881 2.4007
N 3.5607 0.9659 0.5366
C 4.7136 1.8447 0.7555
C 5.8029 1.2877 -0.1813
C 5.0586 0.3390 -1.1273
C 3.9344 -0.2070 -0.2591
N 2.3767 0.6710 2.8731
C 1.2464 0.7173 3.8305
C 1.4705 -0.4957 4.7395
C 2.9687 -0.7708 4.6152
C 3.2260 -0.5004 3.1406
H -0.0235 2.8812 0.3296
H 1.4263 3.4419 -0.5249
H -0.3236 5.1390 0.9621
H 1.3021 5.5562 0.4412
H 0.4429 4.4510 3.1383
H 1.6229 5.7200 2.8149
H 2.5183 3.2143 3.3579
H 3.2493 4.1114 2.0245
H 5.0470 1.8243 1.8000
H 4.4505 2.8759 0.5121
H 6.5539 0.7450 0.3952
H 6.3168 2.0850 -0.7163
H 5.6953 -0.4480 -1.5298
H 4.6335 0.9018 -1.9615
H 4.3043 -1.0243 0.3747
H 3.0775 -0.5703 -0.8203
H 0.2864 0.6855 3.3091
H 1.2781 1.6520 4.3999
H 0.9046 -1.3549 4.3693
H 1.1507 -0.3084 5.7636
H 3.2525 -1.7794 4.9125
H 3.5338 -0.0608 5.2242
H 2.9167 -1.3679 2.5426
H 4.2700 -0.2841 2.9114
*
```

Results
⟨S²⟩: 6.11
HOMO level (spin up / spin down), eV: -3.94 / -6.52
Orbital gap (spin up / spin down), eV: 4.34 / 6.91
Energy above the lowest of the compared OMol25 structures with the same formula, charge and spin, kcal per mole: 1.67

---

| no. | total energy (eV) |
| --- | --- |
| 1 | -192971.9145 |
| 2 | -98666.8962 |
| 3 | -131780.6454 |
| 4 | -241172.0904 |